# 1
C5H23NO6 | ωB97M-V with the def2-TZVPD basis set

Last column: Löwdin charge in e.
Atoms and positions in Å:
H: 2.7631 0.8098 1.7459  0.1146
H: -0.3083 0.5283 -3.5201  -0.0077
H: -3.3791 0.5362 0.5222  0.0072
O: 1.5863 -1.4572 -2.0885  -0.0521
H: -0.4971 -2.2896 3.0708  0.0307
H: 0.5842 2.1110 2.6387  0.0849
H: 0.7930 1.5184 -0.2146  0.0768
H: -1.2190 0.7173 1.9066  0.0039
C: 0.5480 -2.2142 -0.0428  -0.0301
O: -1.8098 0.0200 1.6010  -0.0564
O: -1.4188 1.2913 -1.9022  -0.0646
C: 1.2504 -1.0720 -0.7539  -0.4238
H: -2.1110 1.8151 -2.3369  0.0624
H: 1.8017 -2.3932 -2.1423  0.1043
H: -0.2790 -2.5277 -0.6719  0.0932
H: 3.0614 0.1123 -0.7054  0.1258
H: 0.1771 -1.9027 0.9288  0.0442
H: 0.6610 -0.6630 -3.4743  -0.0074
H: -2.2776 -0.4296 2.3156  0.0508
H: -3.1811 1.9657 0.1194  0.0282
H: 1.2330 -0.0641 1.7990  0.0917
H: 0.4811 -0.3181 -0.9236  0.1143
H: -1.9125 0.5542 -1.5226  0.0358
H: 3.0490 -1.1486 0.4435  0.1178
H: -0.3032 -1.1810 4.1383  0.0471
C: 1.9239 0.4700 1.1355  -0.2310
H: 1.2037 -3.0561 0.2061  0.0899
H: 0.6469 3.4315 1.5432  0.0766
O: 0.0809 -0.1638 -4.0808  -0.0915
O: -3.6814 1.1846 -0.1383  -0.0752
C: 2.3934 -0.4017 -0.0171  -0.1372
H: -0.6458 2.2616 1.3215  0.0555
C: 0.3984 2.3738 1.5968  -0.1273
O: -0.9594 -1.7699 3.7406  -0.0536
N: 1.2963 1.7203 0.6416  -0.0977

Properties
total energy: -710.4701 Ha

---

# 2
C4H6N4S | ωB97M-V with the def2-TZVPD basis set

Last column: Löwdin charge in e.
Atoms and positions in Å:
S: 1.5190 0.7036 0.8678  1.1016
N: -2.4078 1.1741 1.2264  0.3435
C: 0.0820 -0.7907 -0.6665  -0.2013
H: -3.4335 1.0482 1.0660  0.2110
H: -0.1999 -0.5900 1.5976  0.1111
H: 1.3785 -1.3342 -2.0670  0.2169
C: -0.0927 -0.1422 0.6439  -0.3012
H: -1.9150 1.5632 2.0179  0.1753
H: 2.9202 0.4029 -1.1634  0.1557
H: 3.1656 -0.7331 -0.1620  0.1253
N: 1.3416 -0.9273 -1.1312  0.1811
N: -1.0684 -0.7003 -1.3754  0.2089
C: 2.3178 -0.1625 -0.4420  -0.3939
C: -1.6270 0.5662 0.3715  -0.1115
N: -1.9802 -0.0778 -0.7835  0.1777

Properties
charge: +2
total energy: -772.3914 Ha

---

# 3
C42H47ClN2O12 | ωB97M-V with the def2-TZVPD basis set

Last column: Löwdin charge in e.
Atoms and positions in Å:
H: 21.3680 16.0890 24.7840  0.1341
C: 19.4860 15.6160 21.8200  0.0315
C: 24.0630 20.4710 19.8430  0.0027
H: 20.7040 16.8810 19.0760  -0.0960
C: 25.6100 12.4070 18.6560  0.0609
C: 19.8250 9.8460 19.7840  0.0155
C: 24.0480 14.3890 15.3620  0.0289
C: 22.6240 14.5630 25.9020  -0.0310
C: 26.6330 10.1680 18.2280  -0.4416
H: 21.1750 11.7200 20.4080  0.1675
H: 19.4300 9.3480 20.5040  0.0686
H: 19.7720 10.2370 16.5180  0.1779
H: 21.9530 14.5650 26.9430  0.1681
C: 18.8470 13.2390 21.8310  0.0500
C: 18.4670 18.5210 17.9810  -0.0129
H: 18.1490 8.1610 19.2380  0.1003
H: 23.3470 20.5780 19.1750  0.0578
H: 17.0140 12.9780 22.7720  0.0171
C: 22.3090 15.4250 24.7800  -0.0331
C: 20.5570 11.0250 19.6930  0.0552
C: 18.3370 16.0560 22.5180  -0.0554
H: 16.4740 21.4230 19.1670  0.0242
C: 23.0030 15.4000 23.5730  -0.3488
C: 24.3170 13.7200 12.9880  -0.3535
H: 21.4030 15.1370 13.6460  0.0764
O: 23.0710 18.2500 20.1060  -0.0823
O: 22.5410 16.0370 22.4750  -0.0163
H: 21.9240 12.2270 16.6920  0.1386
H: 24.5380 17.9030 22.2950  0.1591
N: 20.6970 11.2810 18.2980  -0.0993
C: 24.0050 19.1740 20.4700  -0.3124
O: 24.9900 13.2160 11.9420  0.0896
H: 27.3020 9.5360 16.5690  0.0764
N: 19.4640 9.4770 18.5120  -0.0784
H: 25.5150 13.1160 24.7700  0.1071
C: 19.5570 18.1260 18.7960  -0.3216
H: 24.4750 12.6150 11.5390  0.0410
C: 23.6370 13.6370 25.7250  -0.3625
C: 22.3150 14.7720 13.8390  -0.0122
O: 26.3740 22.1730 22.0770  0.0171
C: 17.3310 8.9950 17.3960  -0.0578
C: 18.0890 20.5950 19.0520  -0.3746
H: 23.3740 17.3340 19.8120  -0.0277
H: 27.2030 12.0400 17.0380  0.1429
C: 17.4430 15.1520 22.8510  -0.3369
H: 16.5280 8.2100 17.1960  0.1063
C: 19.1390 20.3220 19.9220  0.0379
C: 17.7440 19.6990 18.0600  -0.0282
C: 24.2310 14.6330 23.4970  0.0555
H: 23.8950 13.5590 20.2120  -0.0319
C: 18.4590 8.4870 18.2850  -0.2071
H: 25.7730 22.9620 22.2990  0.1537
C: 20.0370 10.3460 17.6060  0.0039
H: 25.8220 8.6180 19.4820  0.0781
H: 16.9020 19.8800 17.4010  0.1164
C: 24.9680 10.5230 20.0140  0.0007
H: 16.7640 9.7020 17.9190  0.0579
C: 25.6150 21.2300 21.5190  -0.3557
H: 25.8360 13.7750 14.3850  0.0209
H: 18.9420 12.1700 21.7820  0.0714
C: 19.7320 14.2130 21.4290  -0.3411
H: 18.3780 17.9190 17.1000  0.1082
H: 23.4730 12.2950 27.2260  0.0045
H: 22.4230 14.0150 11.9420  0.1147
C: 24.7450 18.9310 21.6610  0.0422
H: 25.5440 13.3830 18.5280  0.0161
C: 26.6010 11.4600 17.8630  0.0278
C: 25.8610 9.6220 19.2490  0.0237
O: 27.3720 9.3660 17.4730  0.0607
H: 24.4710 10.0810 20.9180  0.1181
O: 24.0670 12.6520 20.5340  -0.0101
O: 20.8330 13.8990 20.7410  -0.0315
H: 20.8670 18.7910 20.3720  0.0990
H: 24.7270 14.6620 22.6040  0.0542
C: 23.0280 14.1960 12.8120  -0.0168
H: 22.4660 15.2280 17.0680  -0.0835
H: 19.0040 7.4970 17.9980  0.1643
C: 24.7080 21.5390 20.4420  0.0035
O: 20.1090 16.9140 18.5090  0.1077
H: 24.6430 14.4750 16.3280  0.1170
C: 19.9840 19.0330 19.7330  0.0283
H: 24.7560 22.5810 20.1990  0.1033
O: 17.3030 21.6640 19.3310  0.0773
C: 24.9170 13.8390 14.2230  0.0633
O: 22.0460 15.2800 16.2380  0.0031
H: 22.0210 12.7370 18.3720  0.0576
H: 17.7770 9.3170 16.3810  0.0996
C: 25.6650 19.9720 22.1120  0.0231
H: 22.9180 15.8950 21.5930  0.0153
Cl: 23.0370 15.3270 19.2100  0.2322
C: 24.7960 11.8780 19.7230  -0.3769
C: 24.6120 13.7400 24.6950  0.0484
O: 16.2820 15.5620 23.5720  -0.0020
H: 15.9180 16.4310 23.4210  0.0839
O: 23.9810 12.6960 26.6620  0.0654
C: 22.7910 14.8650 15.1470  -0.3245
H: 21.2040 14.5120 20.1350  -0.0503
H: 18.1980 17.1230 22.7330  0.1319
C: 17.5500 13.7640 22.6340  0.0862
H: 26.1700 19.8100 22.8220  -0.0067
C: 21.2810 12.4230 17.6250  0.0013
H: 20.3360 13.0730 17.6090  0.1478
H: 19.2800 20.8650 20.9190  0.1272
H: 20.2700 16.5030 21.5150  0.1527

Properties
total energy: -3100.7519 Ha

---

> Which of these has the highest total energy?

C5H23NO6